This record from OMol25 describes 9 unconnected molecules or ions with the total composition C51H116N4O9. The level of theory is ωB97M-V/def2-TZVPD.

Net charge: 0
2S+1: 1
Orbital gap (Ha): 0.306

Each line ends with the Löwdin charge.
Positions of all 180 atoms, in Å:
C  5.814  4.916  -4.365  -0.03
C  6.897  6.023  -4.616  -0.45
C  6.130  7.401  -4.668  -0.05
C  7.772  6.036  -3.356  -0.14
C  8.974  5.069  -3.350  -0.18
C  9.802  5.208  -4.620  -0.13
C  8.870  5.034  -5.903  -0.48
C  9.709  5.581  -7.004  -0.07
C  8.483  3.527  -6.149  -0.01
N  7.735  5.991  -5.868  -0.13
O  7.080  6.163  -7.079  0.01
H  5.414  4.662  -5.347  0.07
H  6.092  3.975  -3.892  0.07
H  5.018  5.362  -3.767  0.08
H  5.467  7.570  -5.516  0.07
H  5.483  7.627  -3.820  0.08
H  6.817  8.217  -4.890  0.08
H  8.192  7.040  -3.294  0.11
H  7.242  6.064  -2.404  0.12
H  9.683  5.248  -2.542  0.11
H  8.748  4.017  -3.172  0.10
H  10.718  4.618  -4.654  0.12
H  10.289  6.179  -4.707  0.11
H  9.223  5.469  -7.973  0.08
H  10.647  5.025  -6.999  0.09
H  9.888  6.649  -6.876  0.10
H  9.259  2.780  -6.313  0.08
H  7.836  3.487  -7.025  0.07
H  7.869  3.097  -5.357  0.06
H  6.524  5.381  -7.052  0.08
C  2.931  -10.299  -0.320  -0.03
C  4.465  -10.036  -0.063  -0.43
C  5.318  -10.905  -1.007  -0.04
C  4.712  -8.508  -0.424  -0.11
C  6.050  -7.915  0.207  -0.15
C  5.797  -8.098  1.736  -0.16
C  5.758  -9.568  2.213  -0.49
C  7.184  -10.131  2.013  -0.03
C  5.441  -9.637  3.716  -0.04
N  4.678  -10.260  1.434  -0.13
O  4.444  -11.531  1.937  -0.01
H  2.210  -9.574  0.060  0.08
H  2.697  -10.576  -1.347  0.08
H  2.633  -11.231  0.160  0.06
H  5.142  -11.949  -0.749  0.08
H  5.004  -10.626  -2.013  0.08
H  6.401  -10.794  -0.938  0.08
H  4.879  -8.378  -1.494  0.10
H  3.857  -7.892  -0.146  0.10
H  6.989  -8.427  -0.007  0.08
H  6.256  -6.878  -0.059  0.10
H  4.826  -7.624  1.883  0.11
H  6.435  -7.491  2.378  0.11
H  7.684  -10.265  2.973  0.08
H  7.899  -9.716  1.302  0.07
H  6.992  -11.115  1.587  0.08
H  6.083  -8.973  4.295  0.08
H  5.485  -10.655  4.103  0.08
H  4.420  -9.275  3.837  0.08
H  3.486  -11.513  1.885  0.09
C  -10.456  -1.490  10.858  -0.08
C  -9.603  -2.147  9.787  -0.49
C  -9.914  -3.705  9.930  -0.02
C  -10.259  -1.617  8.455  -0.13
C  -9.388  -1.862  7.175  -0.16
C  -7.953  -1.245  7.364  -0.11
C  -7.229  -1.732  8.681  -0.51
C  -6.814  -3.171  8.484  -0.03
C  -6.055  -0.801  8.937  -0.05
N  -8.226  -1.589  9.815  -0.06
O  -7.592  -2.021  11.060  -0.04
H  -10.449  -0.403  10.939  0.09
H  -11.463  -1.870  11.031  0.09
H  -10.030  -1.862  11.790  0.07
H  -10.961  -3.914  10.149  0.07
H  -9.705  -4.270  9.022  0.06
H  -9.367  -4.088  10.791  0.08
H  -11.184  -2.194  8.491  0.11
H  -10.517  -0.560  8.508  0.11
H  -9.381  -2.948  7.074  0.09
H  -9.856  -1.466  6.274  0.10
H  -8.216  -0.199  7.525  0.11
H  -7.361  -1.398  6.462  0.12
H  -5.997  -3.222  7.765  0.09
H  -7.548  -3.900  8.140  0.08
H  -6.438  -3.375  9.486  0.08
H  -5.286  -0.825  8.164  0.09
H  -5.461  -1.090  9.804  0.08
H  -6.345  0.239  9.085  0.09
H  -7.601  -1.146  11.453  0.10
C  -1.790  10.806  -6.889  -0.05
C  -2.276  9.447  -7.461  -0.48
C  -3.554  9.799  -8.234  -0.05
C  -1.132  9.005  -8.406  -0.16
C  -1.200  7.616  -8.874  -0.20
C  -1.525  6.560  -7.797  -0.12
C  -2.755  6.923  -6.870  -0.45
C  -4.085  6.545  -7.579  -0.03
C  -2.583  6.066  -5.627  -0.06
N  -2.618  8.383  -6.498  -0.13
O  -3.396  8.851  -5.465  0.00
H  -1.018  10.531  -6.171  0.08
H  -1.197  11.442  -7.546  0.08
H  -2.511  11.429  -6.360  0.08
H  -3.398  10.656  -8.890  0.08
H  -3.835  9.028  -8.951  0.06
H  -4.416  10.028  -7.609  0.09
H  -1.115  9.599  -9.319  0.13
H  -0.179  9.117  -7.890  0.12
H  -1.970  7.518  -9.640  0.11
H  -0.270  7.384  -9.392  0.11
H  -0.759  6.294  -7.070  0.10
H  -1.448  5.555  -8.213  0.12
H  -4.156  5.479  -7.796  0.08
H  -4.129  7.028  -8.555  0.05
H  -5.042  6.822  -7.137  0.08
H  -3.351  6.359  -4.910  0.08
H  -1.598  6.147  -5.168  0.08
H  -2.745  5.004  -5.811  0.09
H  -2.712  8.996  -4.808  0.11
C  -8.670  4.196  -2.294  -0.04
C  -8.041  2.761  -2.112  -0.49
C  -7.460  2.517  -0.757  -0.09
O  -8.969  1.712  -2.389  -0.05
H  -8.922  4.330  -3.346  0.07
H  -7.926  4.940  -2.011  0.07
H  -9.599  4.372  -1.752  0.07
H  -7.150  2.710  -2.739  0.13
H  -8.211  2.292  0.000  0.08
H  -6.831  3.336  -0.407  0.08
H  -6.954  1.552  -0.746  0.08
H  -9.800  2.105  -2.111  0.08
C  -1.142  -1.313  1.661  -0.06
C  -0.132  -0.699  0.594  -0.45
C  -0.266  0.827  0.471  -0.06
O  1.170  -0.909  1.138  -0.08
H  -1.167  -2.399  1.577  0.06
H  -2.149  -0.902  1.579  0.07
H  -0.836  -1.227  2.704  0.07
H  -0.273  -1.243  -0.340  0.12
H  0.013  1.260  1.432  0.08
H  -1.228  1.191  0.111  0.08
H  0.530  1.208  -0.169  0.07
H  1.370  -1.806  1.417  0.09
C  2.409  -6.001  8.864  -0.06
C  0.980  -6.126  8.447  -0.54
C  0.077  -6.488  9.626  -0.07
O  0.432  -4.912  8.079  -0.05
H  2.654  -6.891  9.444  0.08
H  2.441  -5.108  9.487  0.09
H  3.083  -5.911  8.012  0.08
H  0.853  -6.823  7.619  0.14
H  -0.023  -5.797  10.463  0.08
H  0.436  -7.413  10.077  0.07
H  -0.983  -6.619  9.406  0.08
H  1.035  -4.444  7.496  0.09
C  6.821  1.825  2.234  -0.04
C  7.784  1.216  3.335  -0.50
C  7.610  -0.288  3.572  -0.06
O  9.092  1.642  3.054  -0.04
H  7.076  1.473  1.235  0.07
H  6.815  2.912  2.154  0.07
H  5.818  1.546  2.560  0.07
H  7.431  1.652  4.269  0.12
H  8.392  -0.632  4.248  0.07
H  7.706  -0.753  2.591  0.08
H  6.702  -0.593  4.092  0.08
H  9.644  1.071  3.593  0.08
C  -5.546  -1.568  -6.318  -0.07
C  -5.779  -2.807  -5.414  -0.52
C  -4.786  -2.882  -4.285  -0.06
O  -7.087  -2.668  -4.978  -0.04
H  -5.921  -0.613  -5.950  0.08
H  -6.045  -1.694  -7.279  0.07
H  -4.523  -1.452  -6.673  0.07
H  -5.514  -3.693  -5.991  0.14
H  -4.564  -3.868  -3.878  0.08
H  -5.158  -2.183  -3.535  0.08
H  -3.978  -2.268  -4.683  0.07
H  -7.156  -1.778  -4.625  0.09

This record from OMol25 describes a molecular structure, C42H49MgN3O6P2SSi2. The level of theory is ωB97M-V/def2-TZVPD.

Net charge: -2
2S+1: 1
Orbital gap (Ha): 0.189

Each line ends with the Löwdin charge.
Positions of all 106 atoms, in Å:
Mg  0.566  -0.517  0.824  0.41
C  -2.371  -4.201  -0.299  -0.19
Si  -2.410  -2.430  0.495  0.41
C  -2.205  -2.816  2.354  -0.17
C  -4.280  -1.948  0.352  -0.17
N  -1.236  -1.310  -0.044  -0.27
P  -1.244  -0.464  -1.431  0.65
C  -0.675  1.126  -1.640  -0.36
P  -0.663  1.972  -0.172  0.61
N  -0.076  1.380  1.209  -0.29
Si  0.130  2.365  2.601  0.42
C  -1.077  3.848  2.890  -0.17
C  -0.055  1.330  4.190  -0.17
C  1.855  3.218  2.599  -0.15
C  0.402  3.411  -0.605  -0.26
C  1.607  2.963  -1.149  -0.11
C  2.632  3.841  -1.440  -0.10
C  2.471  5.196  -1.181  -0.13
C  1.286  5.653  -0.629  -0.12
C  0.259  4.767  -0.342  -0.11
C  -2.298  2.674  0.250  -0.30
C  -2.937  3.722  -0.412  -0.10
C  -4.253  4.033  -0.121  -0.11
C  -4.969  3.278  0.795  -0.12
C  -4.365  2.183  1.401  -0.10
C  -3.049  1.883  1.128  -0.13
C  -0.348  -1.381  -2.741  -0.30
C  0.125  -0.658  -3.830  -0.08
C  0.834  -1.287  -4.835  -0.09
C  1.074  -2.652  -4.767  -0.12
C  0.623  -3.374  -3.678  -0.10
C  -0.076  -2.740  -2.667  -0.11
C  -2.940  -0.660  -2.168  -0.26
C  -3.338  -1.760  -2.920  -0.10
C  -4.627  -1.852  -3.410  -0.11
C  -5.542  -0.839  -3.166  -0.12
C  -5.143  0.285  -2.459  -0.10
C  -3.851  0.375  -1.983  -0.09
H  -3.054  -4.854  0.239  0.01
H  -1.381  -4.648  -0.233  0.01
H  -2.673  -4.196  -1.343  0.00
H  -3.102  -3.282  2.756  0.02
H  -2.006  -1.917  2.924  0.02
H  -1.372  -3.490  2.522  0.02
H  -4.839  -2.407  1.165  0.01
H  -4.732  -2.271  -0.583  0.01
H  -4.415  -0.873  0.421  0.00
H  -2.114  3.533  2.905  0.01
H  -0.970  4.602  2.119  0.00
H  -0.856  4.319  3.845  0.02
H  -1.063  0.942  4.290  0.02
H  0.171  1.915  5.078  0.01
H  0.610  0.478  4.147  0.01
H  2.003  3.826  1.711  0.01
H  2.611  2.444  2.598  -0.02
H  2.006  3.849  3.470  0.02
H  1.699  1.901  -1.346  0.07
H  3.563  3.479  -1.864  0.10
H  3.267  5.894  -1.414  0.08
H  1.169  6.711  -0.413  0.09
H  -0.659  5.144  0.085  0.08
H  -2.393  4.290  -1.156  0.10
H  -4.727  4.874  -0.613  0.09
H  -5.998  3.531  1.022  0.09
H  -4.928  1.570  2.092  0.10
H  -2.555  1.033  1.583  0.10
H  -0.053  0.409  -3.852  0.08
H  1.212  -0.716  -5.674  0.09
H  1.633  -3.142  -5.555  0.09
H  0.826  -4.438  -3.615  0.10
H  -0.426  -3.290  -1.806  0.08
H  -2.629  -2.555  -3.110  0.09
H  -4.936  -2.728  -3.970  0.09
H  -6.559  -0.924  -3.530  0.08
H  -5.851  1.084  -2.269  0.09
H  -3.519  1.254  -1.449  0.08
O  3.607  -5.872  0.559  0.04
C  2.883  -4.705  0.616  -0.29
C  2.227  -4.305  1.778  0.07
C  1.548  -3.092  1.761  -0.14
N  1.506  -2.341  0.686  0.11
C  2.146  -2.690  -0.413  -0.18
C  2.850  -3.886  -0.504  0.07
C  2.284  -1.538  -1.388  -0.66
O  3.013  -1.672  -2.374  0.03
O  1.747  -0.475  -0.970  -0.18
C  0.937  -2.377  2.974  -0.63
O  1.058  -2.907  4.080  0.01
O  0.409  -1.283  2.683  -0.07
H  3.564  -6.290  1.428  0.10
H  2.266  -4.891  2.689  0.12
H  3.407  -4.123  -1.396  0.13
O  2.574  0.129  1.535  -0.51
S  3.471  0.459  0.425  1.02
C  4.813  1.491  1.278  -0.29
C  6.145  0.849  0.960  -0.26
C  5.899  -0.639  1.166  -0.24
C  4.670  -0.978  0.346  -0.25
H  4.597  1.436  2.342  0.08
H  4.726  2.517  0.928  0.08
H  6.958  1.220  1.591  0.10
H  6.413  1.040  -0.080  0.11
H  5.691  -0.824  2.223  0.11
H  6.760  -1.239  0.863  0.11
H  4.136  -1.836  0.739  0.08
H  4.902  -1.146  -0.703  0.09

This record from OMol25 describes a single C7H7N3O2 molecule. The level of theory is ωB97M-V/def2-TZVPD.

Net charge: 0
2S+1: 1
Orbital gap (Ha): 0.347

Each line ends with the Löwdin charge.
Positions of all 19 atoms, in Å:
N  1.795  -1.154  0.998  0.17
C  0.714  -0.465  0.540  -0.32
C  -0.669  -1.117  0.404  -0.08
C  -1.258  0.011  1.236  -0.10
C  -1.534  0.823  -0.033  -0.19
C  -1.011  -0.330  -0.899  -0.07
C  0.301  0.357  -0.831  -0.20
N  1.026  0.723  -1.993  -0.34
O  1.017  -0.114  -2.879  0.08
O  1.594  1.802  -1.975  0.10
N  -0.257  1.555  0.064  0.13
C  0.109  0.732  1.271  -0.11
H  1.990  -1.969  0.452  0.11
H  2.440  -0.512  1.320  0.08
H  -0.935  -2.132  0.593  0.14
H  -2.164  0.030  1.958  0.17
H  -2.464  1.330  -0.491  0.17
H  -1.225  -0.817  -1.833  0.14
H  0.530  1.248  2.097  0.13

no.,HOMO level (eV),largest force on an atom (eV Å⁻¹),LUMO energy (eV)
1,-8.045,3.86,0.29
2,-1.127,3.35,4.02
3,-9.213,4.16,0.22